The following is a DFT calculation (ωB97M-V with the def2-TZVPD basis set) of a cluster of 18 separate species, C81H207N9O27 in total at a distorted geometry.

Output
E ... -5734.1507 a.u.
Highest occupied orbital energy ... -8.601 eV
Kohn-Sham gap ... 9.101 eV
Energy relative to the best compared isomer or geometry (same formula, charge and spin) ... 0.0 kcal per mole

Last column: Mulliken charge in e.
Atoms and positions in Å:
C: -0.21 6.47 0.53  0.82
C: -0.09 6.96 1.99  -0.24
C: -0.04 5.82 2.98  -0.15
O: 1.06 7.79 2.15  -0.56
H: -1.04 5.78 0.45  -0.67
H: 0.74 5.90 0.35  -0.55
H: -0.37 7.31 -0.15  0.43
H: -0.95 7.59 2.27  0.43
H: 0.09 6.19 3.99  0.48
H: 0.80 5.15 2.76  -0.34
H: -0.90 5.16 2.86  0.06
H: 1.87 7.23 2.21  0.34
C: 0.81 0.22 -7.57  -1.67
C: 0.79 0.70 -6.08  0.35
C: -0.14 1.92 -5.95  -0.90
O: 0.48 -0.46 -5.23  -0.36
H: 1.31 0.90 -8.19  0.63
H: -0.21 0.11 -7.94  0.28
H: 1.40 -0.70 -7.66  0.29
H: 1.78 0.99 -5.73  0.45
H: 0.39 2.77 -6.44  0.41
H: -0.32 2.18 -4.90  -0.18
H: -1.14 1.69 -6.35  0.37
H: -0.44 -0.72 -5.21  -0.20
C: -3.42 -1.84 4.65  -1.35
C: -4.53 -2.71 5.15  0.66
C: -5.83 -1.98 5.01  -1.28
O: -4.52 -3.94 4.41  -0.66
H: -3.73 -1.34 3.74  0.00
H: -2.44 -2.34 4.49  0.18
H: -3.28 -1.05 5.42  0.57
H: -4.35 -2.96 6.21  0.45
H: -5.95 -1.20 5.74  0.40
H: -6.57 -2.73 5.19  0.45
H: -5.91 -1.65 3.99  0.00
H: -3.88 -3.68 3.66  -0.01
C: 0.13 -0.29 7.04  -1.23
C: 1.52 -0.83 7.10  0.52
C: 1.58 -1.97 6.08  -1.25
O: 2.33 0.28 6.68  -0.23
H: 0.10 0.49 7.76  0.34
H: -0.63 -0.98 7.41  0.57
H: -0.15 0.13 6.03  -0.02
H: 1.86 -1.10 8.11  0.34
H: 2.57 -2.38 5.96  0.38
H: 1.28 -1.52 5.12  0.14
H: 0.92 -2.81 6.31  0.43
H: 3.24 0.02 6.48  0.25
C: 1.03 3.56 7.89  -1.15
C: -0.18 4.30 7.38  1.28
C: -0.50 5.40 8.40  -1.64
O: 0.01 4.81 6.06  -0.47
H: 1.29 2.77 7.16  -0.06
H: 0.73 2.99 8.77  0.40
H: 1.91 4.19 8.07  0.39
H: -1.03 3.61 7.38  -0.01
H: 0.37 6.00 8.63  0.38
H: -0.82 5.01 9.37  0.39
H: -1.22 6.12 8.01  0.36
H: -0.89 4.81 5.66  0.06
C: 3.97 0.70 -2.07  0.43
C: 4.67 0.15 -0.86  0.82
C: 3.68 -0.04 0.34  -0.08
O: 5.31 -1.11 -1.13  -0.72
H: 4.65 1.00 -2.86  0.41
H: 3.38 1.59 -1.83  -0.76
H: 3.29 -0.10 -2.39  -0.26
H: 5.48 0.80 -0.45  -0.08
H: 3.08 0.88 0.48  -0.52
H: 4.22 -0.33 1.22  0.39
H: 2.93 -0.83 0.17  -0.04
H: 4.58 -1.67 -1.44  0.30
C: -4.45 0.71 2.01  0.08
C: -5.04 -0.30 1.07  0.15
C: -4.93 -0.05 -0.41  -1.24
O: -4.40 -1.53 1.45  1.55
H: -3.36 0.64 2.00  -0.49
H: -4.77 0.56 3.04  -0.20
H: -4.77 1.71 1.71  0.40
H: -6.11 -0.41 1.34  0.26
H: -3.91 -0.11 -0.77  -0.18
H: -5.31 0.94 -0.67  0.67
H: -5.42 -0.84 -1.02  0.15
H: -4.65 -2.27 0.92  -0.88
C: 1.31 -7.36 -6.17  -1.51
C: 1.68 -7.21 -4.71  0.54
C: 1.03 -5.94 -4.11  -0.16
O: 1.46 -8.47 -4.12  -0.69
H: 1.64 -8.37 -6.51  0.44
H: 1.71 -6.57 -6.81  0.29
H: 0.22 -7.41 -6.18  0.33
H: 2.74 -7.01 -4.68  0.08
H: 1.52 -5.06 -4.58  0.34
H: 1.35 -5.90 -3.08  -0.06
H: -0.04 -5.93 -4.21  -0.03
H: 1.65 -8.42 -3.15  0.30
C: -2.07 2.20 4.56  0.54
C: -3.21 3.27 4.56  2.26
C: -4.59 2.67 5.08  -1.45
O: -2.86 4.46 5.31  -0.53
H: -2.54 1.30 4.14  -0.82
H: -1.84 1.96 5.60  0.42
H: -1.13 2.37 4.01  -0.38
H: -3.33 3.55 3.53  -1.27
H: -4.83 1.75 4.55  0.29
H: -5.39 3.43 5.00  0.42
H: -4.48 2.42 6.15  0.32
H: -3.32 5.17 4.91  0.34
C: -6.63 -3.53 -0.09  -1.10
O: -5.27 -3.88 0.11  -0.27
C: -5.16 -4.84 1.21  -1.01
C: -3.69 -5.14 1.42  -0.54
N: -2.89 -4.08 1.94  2.90
C: -1.55 -4.43 2.32  -1.67
C: -0.67 -4.82 1.12  1.12
O: 0.62 -4.43 1.33  -0.39
C: 1.53 -4.91 0.35  -0.30
H: -6.63 -2.77 -0.80  0.41
H: -7.00 -3.14 0.91  0.22
H: -7.29 -4.36 -0.42  0.31
H: -5.65 -5.81 0.96  0.51
H: -5.68 -4.33 2.06  0.31
H: -3.43 -5.61 0.45  -0.06
H: -3.59 -6.02 2.05  0.71
H: -2.99 -3.30 1.29  -1.49
H: -1.66 -5.19 3.05  0.44
H: -1.11 -3.51 2.67  -0.04
H: -1.04 -4.32 0.21  -1.21
H: -0.66 -5.88 0.92  1.18
H: 1.20 -4.62 -0.64  -0.15
H: 1.57 -6.03 0.41  -0.14
H: 2.50 -4.46 0.43  0.38
C: -0.57 -3.26 -8.92  -0.78
O: -1.31 -3.37 -7.69  -0.34
C: -0.55 -3.47 -6.48  -0.52
C: -1.54 -3.31 -5.38  0.32
N: -2.07 -1.97 -5.30  0.01
C: -3.07 -1.79 -4.26  1.04
C: -3.53 -0.36 -4.29  -1.68
O: -2.48 0.47 -3.82  1.43
C: -2.79 1.84 -3.60  -1.25
H: -1.21 -2.65 -9.56  0.28
H: -0.32 -4.27 -9.23  0.28
H: 0.24 -2.60 -8.79  0.28
H: 0.23 -2.69 -6.51  0.15
H: -0.10 -4.49 -6.40  0.23
H: -1.02 -3.56 -4.44  -0.17
H: -2.32 -4.06 -5.65  -0.04
H: -2.38 -1.72 -6.25  0.34
H: -2.59 -2.06 -3.32  -0.87
H: -3.94 -2.45 -4.33  0.08
H: -4.41 -0.17 -3.69  0.49
H: -3.73 -0.10 -5.33  0.32
H: -3.34 2.19 -4.47  0.55
H: -1.86 2.35 -3.47  -0.06
H: -3.48 1.99 -2.74  0.06
C: 5.69 2.78 1.48  -0.25
O: 4.88 3.29 2.50  0.49
C: 4.01 4.33 2.08  -0.04
C: 4.75 5.65 1.96  -1.17
N: 3.81 6.70 1.54  0.29
C: 4.46 8.01 1.26  -0.64
C: 3.62 8.98 0.53  -0.72
O: 3.16 8.35 -0.63  -0.05
C: 2.12 9.10 -1.18  -0.92
H: 6.54 3.42 1.25  0.43
H: 5.11 2.55 0.57  -0.69
H: 6.05 1.84 1.93  0.29
H: 3.28 4.39 2.90  0.13
H: 3.55 4.13 1.11  -0.03
H: 5.57 5.55 1.21  0.46
H: 5.25 5.92 2.91  0.13
H: 3.37 6.44 0.66  -0.31
H: 5.40 7.86 0.69  0.43
H: 4.76 8.36 2.25  0.38
H: 4.17 9.89 0.26  0.41
H: 2.71 9.22 1.17  0.36
H: 1.73 8.49 -2.00  0.22
H: 2.40 10.11 -1.51  0.29
H: 1.39 9.24 -0.41  0.37
C: 4.32 -4.77 -2.25  -0.43
O: 3.56 -5.89 -1.75  0.33
C: 4.34 -7.07 -1.66  -1.02
C: 3.50 -8.09 -0.86  -0.51
N: 2.15 -8.20 -1.26  -0.05
C: 1.30 -9.23 -0.69  -0.55
C: 1.26 -9.23 0.86  -1.01
O: 0.73 -7.91 1.24  0.01
C: 0.55 -7.67 2.64  -0.77
H: 4.26 -4.80 -3.35  0.27
H: 5.36 -4.76 -1.82  0.42
H: 3.74 -3.94 -1.84  -0.37
H: 5.29 -7.00 -1.14  0.45
H: 4.63 -7.36 -2.67  0.40
H: 3.63 -7.80 0.19  0.29
H: 4.07 -9.00 -1.01  0.48
H: 1.67 -7.30 -1.25  -0.12
H: 1.47 -10.18 -1.23  0.39
H: 0.27 -8.91 -0.93  0.12
H: 2.14 -9.45 1.38  0.61
H: 0.54 -10.00 1.19  0.43
H: 0.56 -6.61 2.83  0.24
H: 1.36 -8.20 3.21  0.36
H: -0.34 -8.22 3.00  0.28
C: 7.10 2.77 -2.57  -0.66
O: 6.01 3.53 -3.01  -0.30
C: 5.89 4.71 -2.31  0.02
C: 4.55 5.32 -2.61  -0.78
N: 3.49 4.42 -2.08  0.75
C: 2.14 4.90 -2.27  -0.76
C: 1.15 3.85 -1.82  0.12
O: 1.14 2.82 -2.77  -0.36
C: 0.56 1.55 -2.32  1.73
H: 7.11 2.69 -1.48  0.20
H: 8.07 3.18 -2.90  0.32
H: 6.89 1.78 -2.94  0.27
H: 6.74 5.40 -2.52  0.43
H: 5.84 4.46 -1.23  -0.23
H: 4.51 5.43 -3.72  0.37
H: 4.47 6.28 -2.10  0.27
H: 3.62 3.54 -2.62  -0.09
H: 1.87 5.19 -3.29  0.34
H: 2.04 5.75 -1.60  -0.36
H: 0.16 4.37 -1.84  0.18
H: 1.38 3.53 -0.79  -0.31
H: 1.12 1.14 -1.47  -0.28
H: 0.62 0.82 -3.16  -0.65
H: -0.47 1.70 -1.95  0.09
C: 2.03 1.91 3.86  0.62
O: 1.26 0.70 3.57  -0.28
C: 0.62 0.72 2.29  0.89
C: -0.45 -0.34 2.27  0.14
N: -1.15 -0.54 1.02  1.58
C: -0.36 -1.25 0.01  0.56
C: -1.24 -1.76 -1.21  0.01
O: -0.62 -2.84 -1.95  1.71
C: 0.61 -2.48 -2.54  0.19
H: 2.66 2.18 3.03  -0.45
H: 2.52 1.78 4.80  0.31
H: 1.33 2.75 4.02  -0.37
H: 1.41 0.64 1.50  -0.66
H: 0.21 1.72 2.05  0.07
H: -1.20 -0.17 3.01  -0.58
H: -0.02 -1.32 2.56  -0.01
H: -2.00 -1.07 1.16  -0.94
H: 0.21 -2.08 0.47  0.10
H: 0.46 -0.64 -0.44  -1.20
H: -1.46 -0.89 -1.88  -0.46
H: -2.17 -2.23 -0.83  -0.21
H: 1.35 -2.13 -1.82  -0.32
H: 0.39 -1.69 -3.28  0.39
H: 0.98 -3.36 -3.03  -0.90
C: -9.97 -6.28 -6.59  -0.67
O: -9.62 -4.91 -6.37  -0.41
C: -8.25 -4.74 -6.08  -0.62
C: -7.80 -5.53 -4.83  -0.54
N: -6.39 -5.04 -4.51  -0.12
C: -5.72 -5.92 -3.54  -1.10
C: -4.40 -5.35 -3.26  1.00
O: -3.86 -6.31 -2.37  -0.52
C: -2.50 -6.25 -2.11  -0.39
H: -9.25 -6.70 -7.30  0.33
H: -10.97 -6.23 -6.96  0.26
H: -9.94 -6.89 -5.67  0.22
H: -8.06 -3.67 -5.99  0.33
H: -7.72 -5.02 -6.96  0.43
H: -7.73 -6.62 -5.00  0.36
H: -8.44 -5.28 -3.96  0.28
H: -5.93 -5.25 -5.38  0.21
H: -5.70 -6.93 -3.95  0.39
H: -6.39 -5.88 -2.68  0.33
H: -4.43 -4.36 -2.79  -0.12
H: -3.77 -5.35 -4.19  -0.25
H: -1.96 -6.37 -3.05  0.58
H: -2.33 -7.21 -1.58  0.15
H: -2.24 -5.35 -1.56  -0.15
C: -1.64 3.09 0.58  1.03
O: -2.30 4.09 -0.20  0.05
C: -3.66 4.21 0.13  0.79
C: -4.32 5.28 -0.68  -1.39
N: -4.35 4.95 -2.16  -0.06
C: -4.68 6.02 -3.08  -0.68
C: -4.51 5.56 -4.53  -0.64
O: -3.17 5.52 -4.93  -0.29
C: -3.04 4.73 -6.08  -0.71
H: -1.65 3.22 1.67  -0.12
H: -0.62 3.01 0.23  -0.76
H: -2.08 2.11 0.40  0.24
H: -3.77 4.50 1.19  -0.15
H: -4.05 3.20 -0.05  -0.41
H: -3.77 6.23 -0.58  0.35
H: -5.28 5.50 -0.24  0.47
H: -3.44 4.57 -2.34  -0.14
H: -4.15 6.94 -2.85  0.41
H: -5.79 6.23 -3.04  0.36
H: -5.06 6.25 -5.21  0.45
H: -4.98 4.60 -4.61  0.35
H: -3.52 5.28 -6.90  0.40
H: -3.58 3.77 -5.99  0.29
H: -1.98 4.70 -6.36  0.15
C: 5.86 -1.15 5.94  -0.98
O: 4.93 -0.12 5.60  -0.25
C: 5.57 0.97 4.83  0.58
C: 6.30 1.98 5.73  -0.60
N: 6.92 3.05 4.90  -0.12
C: 7.67 4.00 5.67  -0.85
C: 8.38 5.00 4.80  -0.73
O: 7.36 5.67 4.04  -0.16
C: 7.98 6.62 3.19  -0.67
H: 6.13 -1.64 5.00  0.34
H: 5.37 -1.87 6.60  0.30
H: 6.75 -0.74 6.50  0.29
H: 4.72 1.45 4.37  -0.71
H: 6.24 0.55 4.08  0.36
H: 7.14 1.55 6.32  0.37
H: 5.56 2.42 6.48  0.21
H: 6.27 3.47 4.28  0.10
H: 8.30 3.41 6.32  0.52
H: 7.13 4.54 6.47  0.38
H: 9.20 4.53 4.15  0.34
H: 8.86 5.78 5.41  0.40
H: 7.15 7.09 2.68  0.06
H: 8.74 6.14 2.56  0.32
H: 8.52 7.33 3.80  0.38